[1]
80
Properties=species:S:1:pos:R:3:lowdin_charge:R:1 method="wB97M-V/def2-TZVPD" gap_ev=7.7
Pb -0.826 1.001 -0.679 1.64
O -5.755 0.434 -0.551 0.14
C -4.449 0.451 -0.288 -0.48
O -3.604 0.272 -1.131 0.03
C -4.181 0.655 1.190 -0.10
O -2.881 1.118 1.457 -0.19
C -2.826 2.536 1.674 -0.09
C -2.915 3.295 0.345 -0.64
O -3.739 4.179 0.216 0.07
O -2.106 2.869 -0.569 -0.24
H -5.868 0.263 -1.500 0.14
H -4.945 1.315 1.605 0.15
H -4.292 -0.331 1.654 0.14
H -3.631 2.843 2.343 0.13
H -1.863 2.728 2.147 0.13
C -0.551 -3.538 -2.429 -0.08
C -1.349 -2.445 -3.132 -0.38
C -1.833 -2.950 -4.494 -0.06
C -0.589 -1.139 -3.280 -0.25
C -1.222 -0.026 -3.840 -0.08
C -0.571 1.190 -3.971 -0.07
C 0.751 1.346 -3.546 -0.33
C 1.452 2.673 -3.653 -0.03
C 1.387 0.236 -3.002 -0.08
C 0.732 -0.986 -2.867 -0.06
H -1.180 -4.416 -2.279 0.08
H -0.181 -3.221 -1.454 0.06
H 0.306 -3.844 -3.034 0.09
H -2.234 -2.224 -2.523 0.13
H -0.981 -3.160 -5.144 0.09
H -2.469 -2.224 -4.999 0.07
H -2.404 -3.872 -4.376 0.08
H -2.253 -0.105 -4.163 0.12
H -1.094 2.034 -4.404 0.12
H 1.178 3.328 -2.823 0.08
H 1.181 3.186 -4.575 0.08
H 2.534 2.546 -3.632 0.08
H 2.417 0.324 -2.684 0.10
H 1.271 -1.816 -2.431 0.11
C 4.298 0.868 1.689 -0.04
C 3.480 0.327 0.512 -0.36
C 4.433 -0.083 -0.615 -0.08
C 2.579 -0.813 0.947 -0.13
C 3.123 -2.083 1.086 -0.04
C 2.344 -3.169 1.452 -0.07
C 1.003 -2.977 1.717 -0.05
C 0.422 -1.714 1.630 -0.15
C -1.021 -1.547 2.065 -0.38
C -1.977 -2.363 1.193 -0.05
C -1.196 -1.920 3.540 -0.05
C 1.205 -0.619 1.221 -0.22
N 0.629 0.664 1.061 -0.15
C 0.939 1.641 1.979 -0.29
C 1.207 1.414 3.336 -0.03
C 1.494 2.460 4.200 -0.10
C 1.528 3.772 3.749 -0.10
C 1.280 4.033 2.405 -0.02
C 1.002 2.978 1.573 -0.23
F 0.769 3.230 0.244 -0.01
H 4.920 1.707 1.369 0.08
H 4.957 0.089 2.080 0.08
H 3.657 1.211 2.500 0.06
H 2.842 1.131 0.140 0.12
H 5.224 -0.738 -0.248 0.07
H 4.914 0.800 -1.039 0.08
H 3.915 -0.614 -1.413 0.06
H 4.177 -2.232 0.886 0.11
H 2.785 -4.153 1.540 0.10
H 0.397 -3.820 2.028 0.11
H -1.272 -0.490 1.970 0.09
H -1.714 -3.423 1.210 0.08
H -1.958 -2.036 0.152 0.06
H -3.006 -2.275 1.551 0.07
H -0.995 -2.980 3.711 0.08
H -2.218 -1.717 3.866 0.08
H -0.518 -1.344 4.171 0.07
H 1.192 0.392 3.696 0.11
H 1.692 2.245 5.242 0.10
H 1.746 4.586 4.426 0.10
H 1.305 5.035 2.000 0.12

***

[2]
96
Properties=species:S:1:pos:R:3:lowdin_charge:R:1 method="wB97M-V/def2-TZVPD" gap_ev=1.5
C 4.403 -0.592 -2.338 -0.12
C 3.585 0.814 -2.211 -0.24
C 1.949 0.599 -2.064 -0.20
C 1.151 0.753 -3.471 -0.22
C 1.054 -0.603 -4.361 -0.21
C 0.743 -1.956 -3.501 -0.20
C 0.068 -3.029 -4.527 -0.20
C -1.339 -3.660 -4.014 -0.14
C -2.431 -2.572 -3.513 -0.19
C -3.267 -2.925 -2.188 -0.06
N -4.231 -1.788 -1.965 -0.50
I -5.641 -1.608 -0.424 1.02
C -3.956 -0.834 -3.102 -0.20
C -4.728 0.565 -3.412 -0.01
N -2.883 -1.263 -4.062 0.12
H 4.929 -0.809 -1.328 0.08
H 5.189 -0.504 -3.206 0.08
H 3.721 -1.491 -2.610 0.05
H 3.912 1.302 -1.190 0.10
H 3.825 1.588 -3.046 0.11
H 1.699 -0.358 -1.458 0.10
H 1.601 1.503 -1.391 0.12
H 1.750 1.537 -4.118 0.12
H 0.078 1.209 -3.357 0.10
H 0.134 -0.461 -5.083 0.09
H 1.970 -0.775 -5.079 0.14
H 1.794 -2.386 -3.191 0.12
H 0.144 -1.775 -2.522 0.01
H -0.020 -2.590 -5.602 0.12
H 0.820 -3.933 -4.619 0.13
H -1.809 -4.215 -4.940 0.14
H -1.157 -4.448 -3.186 0.13
H -3.165 -3.888 -1.554 0.15
H -5.729 0.591 -2.791 0.09
H -4.058 1.496 -3.228 0.11
H -4.978 0.556 -4.558 0.11
H -2.524 -0.811 -4.923 0.17
C 4.972 3.690 -1.233 -0.36
O 3.675 3.812 -1.477 -0.16
H 5.601 4.587 -1.376 0.02
H 5.268 3.393 -0.210 0.06
H 5.532 2.948 -1.831 0.07
Be -1.472 -1.145 -1.621 0.79
F 0.022 -2.582 0.260 -0.65
Br 6.887 6.979 -1.428 0.64
C 5.286 8.089 -1.345 -0.68
C 4.958 8.678 -2.696 -0.70
Br 6.136 10.172 -3.122 0.59
H 5.460 8.844 -0.575 0.05
H 4.491 7.416 -1.015 0.06
H 3.951 9.101 -2.698 0.06
H 5.046 7.959 -3.515 0.05
Cl -10.123 -3.449 1.034 0.34
C -9.050 -3.540 2.455 -0.79
C -8.273 -2.254 2.670 -0.53
Cl -7.057 -1.984 1.392 0.28
H -8.383 -4.396 2.321 -0.05
H -9.689 -3.737 3.322 0.02
H -7.730 -2.300 3.618 0.08
H -8.934 -1.383 2.699 0.10
C -1.383 -1.722 3.872 -0.06
C -1.532 -2.160 5.187 -0.07
C -0.428 -2.209 6.036 0.00
C 0.833 -1.831 5.567 -0.09
C 0.987 -1.416 4.244 -0.09
C -0.126 -1.350 3.399 0.01
C 2.324 -1.060 3.722 -0.33
O 2.459 -0.693 2.564 0.09
C 3.495 -1.164 4.616 -0.11
C 4.772 -0.887 4.119 -0.04
C 5.882 -0.969 4.959 -0.09
C 5.719 -1.319 6.299 -0.06
C 4.448 -1.601 6.796 0.00
C 3.334 -1.533 5.951 -0.09
C 1.995 -1.869 6.479 -0.28
O 1.851 -2.181 7.653 0.09
H -2.245 -1.674 3.213 0.10
H -2.511 -2.461 5.553 0.10
H -0.553 -2.547 7.063 0.12
H -0.015 -1.015 2.370 0.11
H 4.907 -0.610 3.076 0.12
H 6.874 -0.759 4.569 0.11
H 6.583 -1.376 6.956 0.11
H 4.328 -1.878 7.841 0.12
B -7.917 1.505 -4.610 -1.09
F -7.873 1.638 -3.170 0.03
F -9.074 2.202 -5.124 0.04
F -6.715 2.076 -5.182 0.02
F -8.000 0.105 -4.962 0.03
K -8.834 -5.863 3.513 1.02
Br -9.408 -2.914 -1.233 -0.32
C 3.330 3.080 4.234 -1.99
Cl 1.878 2.094 4.532 0.57
Cl 3.139 4.670 5.011 0.51
Cl 4.756 2.258 4.911 0.56
Cl 3.545 3.297 2.482 0.53

***

[3]
83
Properties=species:S:1:pos:R:3:lowdin_charge:R:1 method="wB97M-V/def2-TZVPD" gap_ev="6.8 / 5.8" spin_multiplicity=2 s_squared=0.75
Cs -0.074 0.110 0.220 1.04
C -5.381 -1.060 4.207 -0.09
C -4.572 0.233 4.300 -0.26
N -4.138 0.744 3.013 -0.05
C -3.132 0.189 2.276 -0.88
S -3.004 0.782 0.664 0.34
N -2.451 -0.768 2.860 -0.04
N -1.256 -1.176 2.415 -0.11
C -0.895 -2.374 2.715 -0.31
C -1.817 -3.357 3.392 -0.04
C 0.476 -2.799 2.390 -0.24
C 1.131 -3.741 3.193 -0.02
C 2.416 -4.133 2.871 -0.06
C 3.019 -3.599 1.740 -0.06
C 2.299 -2.678 0.998 -0.17
N 1.072 -2.271 1.313 -0.02
H -5.807 -1.318 5.178 0.07
H -4.734 -1.871 3.877 0.05
H -6.197 -0.953 3.489 0.07
H -3.683 0.062 4.906 0.10
H -5.165 1.016 4.776 0.11
H -4.796 1.269 2.464 0.09
H -2.831 -3.173 3.041 0.06
H -1.818 -3.217 4.477 0.09
H -1.536 -4.384 3.162 0.07
H 0.637 -4.139 4.069 0.11
H 2.942 -4.848 3.491 0.11
H 4.017 -3.887 1.441 0.10
H 2.723 -2.225 0.108 0.09
N 2.249 1.614 1.827 -0.03
C 3.368 0.683 1.662 -0.25
C 3.886 0.703 0.228 -0.22
N 2.886 0.143 -0.670 -0.13
C 3.297 0.025 -2.059 -0.24
C 2.269 -0.769 -2.855 -0.27
N 1.014 -0.021 -2.970 -0.02
H 2.594 2.566 1.872 0.06
H 1.768 1.424 2.700 0.07
H 3.013 -0.324 1.884 0.09
H 4.205 0.898 2.338 0.11
H 4.785 0.082 0.169 0.12
H 4.171 1.731 -0.034 0.10
H 2.050 0.716 -0.619 -0.07
H 4.253 -0.503 -2.090 0.12
H 3.450 1.002 -2.549 0.11
H 2.058 -1.699 -2.322 0.11
H 2.706 -1.032 -3.827 0.11
H 0.335 -0.556 -3.498 0.07
H 1.172 0.837 -3.489 0.07
C -2.393 5.139 3.738 -0.09
C -1.337 4.261 3.942 -0.08
C -0.634 3.763 2.857 -0.13
C -0.961 4.138 1.554 -0.32
C -2.027 5.012 1.362 -0.10
C -2.732 5.514 2.446 -0.08
Ge 0.012 3.358 0.012 0.98
C 1.810 4.227 0.035 -0.34
C 2.212 5.054 1.083 -0.11
C 3.498 5.578 1.125 -0.08
C 4.405 5.285 0.116 -0.09
C 4.016 4.475 -0.942 -0.10
C 2.734 3.948 -0.973 -0.15
C -0.858 4.113 -1.610 -0.32
C -2.148 3.701 -1.949 -0.12
C -2.779 4.204 -3.077 -0.08
C -2.122 5.114 -3.894 -0.09
C -0.835 5.523 -3.573 -0.09
C -0.206 5.023 -2.441 -0.11
H -2.953 5.520 4.582 0.10
H -1.068 3.959 4.947 0.10
H 0.181 3.067 3.026 0.08
H -2.305 5.308 0.358 0.09
H -3.557 6.197 2.281 0.10
H 1.506 5.301 1.868 0.10
H 3.792 6.223 1.944 0.10
H 5.410 5.687 0.152 0.10
H 4.715 4.253 -1.740 0.10
H 2.435 3.312 -1.803 0.10
H -2.664 2.988 -1.313 0.07
H -3.786 3.886 -3.318 0.10
H -2.612 5.503 -4.777 0.10
H -0.321 6.238 -4.204 0.10
H 0.791 5.364 -2.192 0.09

***

[4]
86
Properties=species:S:1:pos:R:3:lowdin_charge:R:1 method="wB97M-V/def2-TZVPD" charge=+1 gap_ev="7.4 / 7.7" spin_multiplicity=4 s_squared=3.76
V -0.486 -0.434 0.339 0.15
C -4.729 1.022 -1.127 -0.02
C -4.448 -0.445 -1.208 -0.26
N -5.287 -1.207 -1.856 0.13
C -5.065 -2.539 -1.894 -0.09
C -4.024 -3.154 -1.258 -0.16
C -3.892 -4.650 -1.340 -0.20
O -4.046 -5.207 -0.033 -0.06
C -3.077 -2.348 -0.568 -0.08
C -2.085 -2.988 0.275 -0.02
N -1.070 -2.384 0.786 -0.06
C -0.357 -3.064 1.823 -0.35
C 0.099 -4.366 1.694 -0.03
C 0.750 -4.983 2.752 -0.06
C 0.953 -4.299 3.941 -0.08
C 0.510 -2.990 4.077 -0.14
C -0.140 -2.378 3.018 -0.62
I -0.809 -0.416 3.199 1.15
C -3.264 -0.956 -0.569 -0.31
O -2.447 -0.090 -0.032 -0.26
H -5.631 1.244 -1.692 0.08
H -3.900 1.610 -1.521 0.06
H -4.869 1.332 -0.090 0.09
H -5.789 -3.121 -2.450 0.11
H -2.916 -4.936 -1.755 0.12
H -4.662 -5.033 -2.015 0.12
H -4.269 -6.140 -0.118 0.09
H -2.286 -4.023 0.549 0.13
H -0.045 -4.891 0.758 0.12
H 1.104 -5.997 2.645 0.11
H 1.458 -4.781 4.766 0.11
H 0.667 -2.455 5.004 0.10
C 3.590 0.500 1.579 -0.31
Sb 2.312 -0.836 0.546 1.39
C 3.214 -2.626 1.239 -0.29
C 3.338 -0.824 -1.342 -0.31
C 3.235 0.489 -2.063 -0.28
C 4.049 1.545 -1.660 -0.06
C 3.984 2.788 -2.268 -0.09
C 3.104 2.987 -3.321 -0.08
C 2.309 1.939 -3.750 -0.06
C 2.351 0.688 -3.136 -0.29
C 1.423 -0.385 -3.628 -0.30
Sb -0.344 -0.427 -2.415 1.45
C -1.016 1.506 -2.961 -0.26
C -1.604 -1.539 -3.714 -0.28
H 4.618 0.274 1.294 0.01
H 3.456 0.338 2.648 0.01
H 3.345 1.535 1.361 -0.02
H 4.294 -2.497 1.221 0.02
H 2.941 -3.468 0.606 0.01
H 2.887 -2.838 2.256 0.00
H 2.951 -1.654 -1.930 0.05
H 4.376 -1.060 -1.099 0.07
H 4.760 1.384 -0.860 0.10
H 4.634 3.586 -1.938 0.10
H 3.053 3.944 -3.821 0.10
H 1.641 2.086 -4.590 0.11
H 1.888 -1.369 -3.652 0.06
H 1.077 -0.159 -4.636 0.07
H -1.225 1.537 -4.030 0.03
H -0.247 2.234 -2.713 0.00
H -1.925 1.737 -2.411 -0.01
H -1.418 -1.225 -4.739 0.01
H -2.645 -1.344 -3.457 0.00
H -1.420 -2.607 -3.621 0.01
O 0.215 1.557 0.006 -0.33
N -0.322 2.733 0.281 -0.18
C -1.601 2.847 0.682 -0.01
C -2.116 4.098 0.956 -0.02
C -1.320 5.222 0.804 -0.04
C -0.012 5.067 0.377 -0.03
C 0.475 3.805 0.122 -0.04
H -2.153 1.916 0.732 0.11
H -3.144 4.169 1.277 0.12
H -1.715 6.206 1.012 0.12
H 0.648 5.911 0.242 0.12
H 1.475 3.568 -0.208 0.14
N 1.186 4.426 5.437 0.09
C 1.872 3.736 4.511 -0.96
N 3.215 3.788 4.597 0.09
S 1.109 2.841 3.313 0.58
H 1.631 4.863 6.226 0.11
H 0.186 4.341 5.434 0.09
H 3.696 4.401 5.233 0.11
H 3.741 3.335 3.872 0.09

***

| no. | F_max (eV Å⁻¹) |
| --- | --- |
| 1 | 0.35 |
| 2 | 7.94 |
| 3 | 2.25 |
| 4 | 0.73 |